<one>
This record from the OMol25 dataset describes a 2-piece molecular cluster, C4H9BO2S overall. The level of theory is ωB97M-V with the def2-TZVPD basis set.

HOMO energy ... -0.3459 hartree
SMILES string ... OB(O)S.CC#CC

ORCA input file:
```
! RIJCOSX wB97M-V def2-TZVPD def2/J DEFGRID3
* xyz 0 1
O -1.516 0.893 0.840
B -2.339 -0.146 0.459
O -3.320 -0.519 1.366
S -2.301 -0.956 -1.143
H -0.766 1.433 0.580
H -3.418 -0.173 2.190
H -3.099 -1.822 -0.664
C 1.080 -1.208 1.026
C 1.502 -0.208 0.114
C 1.934 0.573 -0.701
C 2.310 1.482 -1.768
H 0.842 -2.159 0.411
H 0.171 -0.907 1.415
H 1.770 -1.354 1.882
H 2.177 0.941 -2.619
H 1.651 2.455 -1.751
H 3.324 1.675 -1.637
*
```

---

<two>
This record from the OMol25 dataset describes a 2-piece molecular cluster, C4H9BO2S overall. The level of theory is ωB97M-V with the def2-TZVPD basis set.

HOMO energy ... -0.3475 hartree
SMILES string ... C1CCSC1.O=BO

ORCA input file:
```
! RIJCOSX wB97M-V def2-TZVPD def2/J DEFGRID3
* xyz 0 1
C -0.932 0.233 -0.948
C -0.295 1.118 0.212
C -0.379 0.310 1.542
S -0.165 -1.475 1.122
C -1.229 -1.167 -0.371
H -1.934 0.447 -1.256
H -0.090 0.146 -1.662
H 0.778 1.215 -0.071
H -0.851 2.026 0.342
H -1.277 0.423 1.980
H 0.478 0.524 2.265
H -2.206 -1.287 0.069
H -1.012 -2.028 -1.054
O 3.242 1.247 -0.257
B 2.586 0.251 -0.458
O 2.010 -0.803 -0.950
H 1.276 -1.178 -0.505
*
```

---

Referenced to the most stable arrangement, the calculated values in eV are <one> 0.679; <two> 0.000.

---

<one>
This record from the OMol25 dataset describes a 2-piece molecular cluster, C2H7N2O overall. The level of theory is ωB97M-V with the def2-TZVPD basis set.

HOMO energy ... -0.4734 hartree

ORCA input file:
```
! RIJCOSX wB97M-V def2-TZVPD def2/J DEFGRID3
* xyz 1 1
N -3.220 0.020 0.375
C 1.429 -0.613 -1.208
C 0.980 -0.134 0.054
N 2.083 0.458 0.729
O -0.092 -0.032 0.566
H -2.214 0.025 0.261
H -3.480 0.269 -0.598
H -3.444 0.682 1.129
H 2.423 -0.864 -1.443
H 0.640 -0.866 -1.879
H 3.092 0.214 0.418
H 1.803 0.841 1.596
*
```

---

<two>
This record from the OMol25 dataset describes a 2-piece molecular cluster, C2H7N2O overall. The level of theory is ωB97M-V with the def2-TZVPD basis set.

HOMO energy ... -0.5407 hartree

ORCA input file:
```
! RIJCOSX wB97M-V def2-TZVPD def2/J DEFGRID3
* xyz 1 1
N 1.253 -0.432 1.268
C 0.488 -0.592 -0.021
C -0.167 0.799 -0.141
N -0.208 1.252 -1.409
O -1.061 1.059 0.664
H 1.528 -1.387 1.514
H 0.598 -0.220 2.026
H -2.880 -1.329 0.488
H 1.225 -0.870 -0.765
H -0.309 -1.365 0.080
H 0.603 1.408 -1.982
H -1.071 1.678 -1.721
*
```

---

<three>
This record from the OMol25 dataset describes an isolated ion of composition C2H7N2O and charge +1. The level of theory is ωB97M-V with the def2-TZVPD basis set.

HOMO energy ... -0.5668 hartree
SMILES string ... CN(O)C=[NH2+]

ORCA input file:
```
! RIJCOSX wB97M-V def2-TZVPD def2/J DEFGRID3
* xyz 1 1
C 0.741 1.102 0.415
N -0.380 0.416 -0.197
O -1.374 1.332 -0.625
C -0.660 -0.867 -0.198
N 0.117 -1.850 0.176
H 1.556 1.507 -0.300
H 0.461 1.883 1.030
H 1.345 0.514 0.997
H -0.819 1.743 -1.285
H -1.663 -1.251 -0.506
H -0.454 -2.616 0.446
H 1.129 -1.912 0.047
*
```

---

<four>
This record from the OMol25 dataset describes a 2-piece molecular cluster, C2H7N2O overall. The level of theory is ωB97M-V with the def2-TZVPD basis set.

HOMO energy (spin up / spin down) ... -0.5608 / -0.5664 hartree

ORCA input file:
```
! RIJCOSX wB97M-V def2-TZVPD def2/J DEFGRID3
* xyz 1 1
C 1.856 -0.535 0.081
C -1.946 0.458 0.085
N 1.233 0.661 0.190
N -0.816 -0.204 -0.215
O -0.588 -1.357 -0.098
H 0.984 -1.194 -0.366
H 2.877 -0.323 -0.464
H 2.082 -0.962 1.011
H -1.734 1.469 0.518
H -2.746 0.036 0.739
H -2.491 0.515 -1.016
H 1.289 1.436 -0.466
*
```

---

Referenced to the most stable arrangement, the calculated values in eV are <one> 2.629; <two> 5.400; <three> 0.000; <four> 5.090.

---

<one>
This record from the OMol25 dataset describes the molecule C5H11NO2. The level of theory is ωB97M-V with the def2-TZVPD basis set.

HOMO energy ... -0.3565 hartree
SMILES string ... C=C(CON)[C@H](C)O

ORCA input file:
```
! RIJCOSX wB97M-V def2-TZVPD def2/J DEFGRID3
* xyz 0 1
C -0.105 -0.772 -1.364
C -0.025 0.084 -0.360
C 1.254 0.860 -0.108
O 2.422 0.178 -0.509
N 2.723 -0.881 0.409
C -1.143 0.388 0.618
C -2.434 -0.373 0.351
O -1.476 1.769 0.599
H -0.987 -1.347 -1.578
H 0.739 -0.925 -2.017
H 1.266 1.777 -0.707
H 1.338 1.119 0.957
H 2.410 -1.749 -0.026
H 3.739 -0.900 0.456
H -0.778 0.120 1.628
H -2.271 -1.443 0.436
H -2.808 -0.130 -0.639
H -3.177 -0.065 1.082
H -0.687 2.292 0.774
*
```

---

<two>
This record from the OMol25 dataset describes a 2-piece molecular cluster, C5H11NO2 overall. The level of theory is ωB97M-V with the def2-TZVPD basis set.

HOMO energy ... -0.3429 hartree
SMILES string ... COC(N)=O.C=CC

ORCA input file:
```
! RIJCOSX wB97M-V def2-TZVPD def2/J DEFGRID3
* xyz 0 1
C -0.504 -1.335 2.121
O -1.108 -0.728 1.000
C -0.595 -1.045 -0.494
N 0.614 -1.682 -0.503
O -1.433 -1.123 -1.338
H 0.491 -0.903 2.303
H -1.144 -1.149 2.986
H -0.407 -2.419 1.999
H 1.231 -1.575 0.285
H 0.744 -2.311 -1.281
C 1.498 1.313 -0.281
C 0.174 1.247 -0.365
C -0.644 1.949 -1.400
H 2.102 1.797 -1.040
H 2.062 0.833 0.507
H -0.478 0.756 0.505
H -1.240 2.747 -0.954
H -0.011 2.365 -2.185
H -1.352 1.263 -1.866
*
```

---

Referenced to the most stable arrangement, the calculated values in eV are <one> 0.233; <two> 0.000.

---

<one>
This record from the OMol25 dataset describes C5H11NO2 as an isolated structure. The level of theory is ωB97M-V with the def2-TZVPD basis set.

HOMO energy ... -0.3447 hartree

ORCA input file:
```
! RIJCOSX wB97M-V def2-TZVPD def2/J DEFGRID3
* xyz 0 1
C 0.967 0.181 0.058
C 0.509 -0.774 1.144
C -1.000 -0.763 1.138
C -1.485 0.316 -0.008
C -0.265 0.198 -0.928
H 3.323 0.388 -0.614
H 2.383 -1.484 0.487
H 1.040 1.264 0.441
H 0.832 -1.683 0.747
H 0.802 -0.331 2.208
H -1.203 -0.266 2.183
H -1.590 -1.667 1.072
H -1.566 1.166 0.579
H -2.294 1.017 -1.849
H -0.527 -0.774 -1.215
H 1.018 1.720 -2.188
N 2.217 -0.313 -0.549
O -2.681 0.484 -0.908
O -0.480 1.321 -1.795
*
```

---

<two>
This record from the OMol25 dataset describes the molecule C5H11NO2. The level of theory is ωB97M-V with the def2-TZVPD basis set.

HOMO energy ... -0.3393 hartree
SMILES string ... C=CC[C@@](N)(O)OC

ORCA input file:
```
! RIJCOSX wB97M-V def2-TZVPD def2/J DEFGRID3
* xyz 0 1
C -1.347 2.008 0.761
C -1.004 0.734 1.025
C 0.428 0.217 1.169
C 0.994 -0.289 -0.164
N 1.785 0.657 -0.863
O 1.747 -1.437 0.001
O -0.265 -0.468 -1.049
C -1.031 -1.654 -0.985
H -2.370 2.339 0.915
H -0.637 2.728 0.368
H -1.758 0.076 1.455
H 1.079 0.989 1.597
H 0.407 -0.596 1.904
H 1.898 0.304 -1.812
H 1.218 1.496 -0.968
H 2.597 -1.219 -0.414
H -1.972 -1.478 -1.518
H -1.281 -1.933 0.044
H -0.489 -2.474 -1.465
*
```

---

Referenced to the most stable arrangement, the calculated values in eV are <one> 8.986; <two> 0.000.

---

<one>
This record from the OMol25 dataset describes C5H11NO2 as an isolated structure. The level of theory is ωB97M-V with the def2-TZVPD basis set.

HOMO energy ... -0.2353 hartree

ORCA input file:
```
! RIJCOSX wB97M-V def2-TZVPD def2/J DEFGRID3
* xyz 0 1
C -1.798 -0.412 -1.416
C -0.375 0.541 0.518
C -0.973 -0.632 -0.188
O -0.541 0.439 1.897
O -0.753 1.817 0.039
H 0.354 0.611 2.271
H -1.585 2.036 0.481
H -1.270 -1.461 0.447
H -1.328 0.305 -2.091
H -2.773 0.001 -1.133
H -1.974 -1.347 -1.952
N 0.765 -1.137 -0.631
C 1.178 0.330 0.094
C 2.201 0.314 1.054
H 1.204 -1.174 -1.552
H 1.083 -1.832 0.039
H 1.357 0.998 -0.747
H 2.223 -0.431 1.840
H 3.005 1.035 1.029
*
```

---

<two>
This record from the OMol25 dataset describes the molecule C5H11NO2. The level of theory is ωB97M-V with the def2-TZVPD basis set.

HOMO energy ... -0.3480 hartree
SMILES string ... CC(=O)N[C@H](C)CO

ORCA input file:
```
! RIJCOSX wB97M-V def2-TZVPD def2/J DEFGRID3
* xyz 0 1
C 1.306 -1.798 2.044
C 1.154 -0.782 0.918
O 2.013 -0.860 0.043
N 0.003 -0.100 0.876
C -0.326 0.720 -0.310
C -0.807 2.109 0.067
C -1.439 0.063 -1.166
O -1.553 0.628 -2.445
H 0.788 -2.724 1.752
H 1.153 -1.318 3.021
H 2.319 -2.166 2.108
H -0.691 -0.268 1.579
H 0.582 0.689 -0.919
H -0.827 2.679 -0.883
H -0.307 2.664 0.855
H -1.854 2.070 0.379
H -2.442 0.176 -0.764
H -1.285 -1.023 -1.199
H -1.055 0.243 -3.158
*
```

---

<three>
This record from the OMol25 dataset describes the molecule C5H11NO2. The level of theory is ωB97M-V with the def2-TZVPD basis set.

HOMO energy ... -0.3310 hartree
SMILES string ... C[C@@H](N)CCC(=O)O

ORCA input file:
```
! RIJCOSX wB97M-V def2-TZVPD def2/J DEFGRID3
* xyz 0 1
C 2.950 -0.096 -0.521
C 1.509 -0.756 -0.224
N 1.645 -1.341 1.160
C 0.353 0.282 -0.349
C -0.870 -0.440 -0.559
C -1.892 0.534 -0.204
O -3.077 0.543 -0.363
O -1.446 1.257 0.827
H 3.480 -0.350 -1.419
H 2.828 1.010 -0.908
H 3.418 0.044 0.466
H 1.356 -1.692 -0.840
H 2.540 -1.873 1.101
H 1.479 -0.684 1.944
H 0.488 0.826 0.556
H 0.726 0.961 -1.168
H -0.879 -1.482 -0.126
H -0.956 -0.735 -1.609
H -2.110 1.814 1.315
*
```

---

<four>
This record from the OMol25 dataset describes a 3-piece molecular cluster, C5H11NO2 overall. The level of theory is ωB97M-V with the def2-TZVPD basis set.

HOMO energy ... -0.3561 hartree
SMILES string ... C#CN.O=CO.CC

ORCA input file:
```
! RIJCOSX wB97M-V def2-TZVPD def2/J DEFGRID3
* xyz 0 1
C -1.194 -1.777 -0.163
C -1.240 -1.664 -1.355
N -1.230 -1.510 -2.706
H -1.171 -1.815 0.885
H -0.745 -2.266 -3.166
H -2.158 -1.420 -3.084
O 0.031 1.826 -0.631
C -0.081 1.113 -1.576
O 0.904 0.369 -2.075
H -1.047 1.003 -2.128
H 0.559 -0.293 -2.702
C 0.488 0.196 2.192
C 1.349 1.412 2.492
H -0.468 0.512 1.823
H 0.958 -0.412 1.412
H 0.352 -0.417 3.083
H 2.343 1.100 2.830
H 0.892 2.023 3.270
H 1.457 2.020 1.600
*
```

---

Referenced to the most stable arrangement, the calculated values in eV are <one> 3.640; <two> 0.000; <three> 1.722; <four> 2.015.

---

<one>
This record from the OMol25 dataset describes C5H11NO2 as an isolated structure. The level of theory is ωB97M-V with the def2-TZVPD basis set.

HOMO energy ... -0.2815 hartree

ORCA input file:
```
! RIJCOSX wB97M-V def2-TZVPD def2/J DEFGRID3
* xyz 0 1
C -0.903 -0.865 -1.126
C 0.184 1.296 0.387
C -0.680 1.186 1.642
C 1.359 -0.294 0.176
N -0.958 -0.937 -2.473
C 2.385 -0.177 1.010
O 0.902 -1.193 -0.578
O -1.784 -1.592 -0.438
H -2.022 -2.421 -0.889
H -0.662 0.235 -0.635
H -1.143 -1.827 -2.925
H -0.304 -0.345 -2.966
H 1.045 1.934 0.580
H -0.320 1.873 -0.399
H 2.504 0.680 1.647
H 3.089 -0.994 1.082
H -1.536 0.529 1.471
H -1.050 2.160 1.971
H -0.105 0.755 2.463
*
```

---

<two>
This record from the OMol25 dataset describes the molecule C5H11NO2. The level of theory is ωB97M-V with the def2-TZVPD basis set.

HOMO energy ... -0.2344 hartree

ORCA input file:
```
! RIJCOSX wB97M-V def2-TZVPD def2/J DEFGRID3
* xyz 0 1
C -0.807 -0.046 -0.359
C -1.038 -1.487 -0.060
C 1.199 1.448 0.354
C -1.936 0.916 -0.003
N 0.417 0.209 0.510
C 1.274 -1.166 0.053
O 1.686 -1.073 -1.229
O 1.884 -1.753 0.917
H 2.397 -1.725 -1.339
H 0.154 -0.053 1.468
H -0.466 0.174 -1.385
H -0.618 -2.044 0.773
H -1.591 -2.031 -0.821
H 0.582 2.303 0.628
H 2.089 1.380 0.981
H 1.501 1.540 -0.688
H -2.809 0.623 -0.591
H -1.699 1.956 -0.261
H -2.217 0.827 1.050
*
```

---

<three>
This record from the OMol25 dataset describes the molecule C5H11NO2. The level of theory is ωB97M-V with the def2-TZVPD basis set.

HOMO energy ... -0.3407 hartree
SMILES string ... CCN(C)CC(=O)O

ORCA input file:
```
! RIJCOSX wB97M-V def2-TZVPD def2/J DEFGRID3
* xyz 0 1
C 0.834 -1.807 1.376
C -0.517 -0.974 1.040
N -0.527 -0.217 -0.404
C -1.917 0.259 -0.616
C 0.394 0.921 -0.099
C 0.847 1.374 -1.413
O 0.247 1.364 -2.470
O 2.195 1.666 -1.454
H 0.713 -2.695 2.061
H 1.606 -1.175 1.693
H 1.151 -2.301 0.432
H -0.624 -0.198 1.739
H -1.354 -1.545 1.026
H -1.997 0.887 -1.524
H -2.254 0.965 0.283
H -2.539 -0.622 -0.613
H 1.210 0.607 0.679
H -0.169 1.692 0.575
H 2.698 1.799 -2.312
*
```

---

<four>
This record from the OMol25 dataset describes the molecule C5H11NO2. The level of theory is ωB97M-V with the def2-TZVPD basis set.

HOMO energy ... -0.3345 hartree
SMILES string ... CC(=O)[C@@](C)(N)CO

ORCA input file:
```
! RIJCOSX wB97M-V def2-TZVPD def2/J DEFGRID3
* xyz 0 1
C 0.031 1.956 0.683
C 0.748 0.839 -0.028
O 1.780 1.053 -0.667
C -0.086 -0.558 -0.379
C -1.429 -0.254 -1.032
N 0.760 -1.363 -1.279
C -0.182 -1.186 0.982
O 0.919 -0.444 1.823
H 0.123 2.874 0.096
H -1.023 1.762 0.874
H 0.503 2.108 1.656
H -1.298 0.377 -1.917
H -2.107 0.269 -0.350
H -1.936 -1.178 -1.331
H 1.743 -1.219 -1.040
H 0.701 -0.975 -2.222
H 0.088 -2.244 1.013
H -1.111 -0.966 1.508
H 1.774 -0.851 1.609
*
```

---

Referenced to the most stable arrangement, the calculated values in eV are <one> 3.131; <two> 2.485; <three> 0.843; <four> 0.000.